The following is a DFT calculation (ωB97M-V/def2-TZVPD) of the ion C7H11Br2N2O2 with charge +1 in a non-equilibrium geometry.

```
24
Properties=species:S:1:pos:R:3:mulliken_charge:R:1
C -0.38058 0.18403 0.88540 -0.49
H -0.12756 -0.58447 1.66768 0.41
C 0.86707 0.21357 -0.04870 0.50
N 1.07387 -1.12659 -0.47951 -0.50
O -0.25432 -0.70118 -2.43186 -0.55
H -1.46333 -2.22617 0.30549 0.36
H 0.23757 -2.57963 -1.55120 0.64
O -1.43081 -0.16630 0.08220 -0.44
C 2.13034 0.81416 0.64488 -0.50
Br 3.41303 2.63019 2.43934 -0.03
H -0.93119 1.97640 0.43636 0.55
N -0.54665 1.69460 1.34926 -0.17
C 0.53072 2.22179 2.09924 -0.56
H 3.12390 0.53380 0.29283 0.39
C -0.11978 -1.65300 -1.26547 -0.02
H -0.41234 -1.25732 -3.26882 0.33
H 0.66282 3.28882 2.22990 0.59
H 0.60262 1.01325 -0.72942 0.35
C 2.03664 1.73848 1.56328 -0.27
H 1.84842 -1.20623 -1.09224 0.31
H -2.28172 -1.49019 -1.01872 0.35
C -1.36408 -1.48024 -0.46684 -0.71
H -1.47298 1.66038 1.97142 0.46
Br 0.34236 1.58921 4.00032 0.01
```

## Properties
HOMO   -13.094 eV
Frontier orbital gap   0.351 Eh
Energy relative to the best compared isomer or geometry (same formula, charge and spin)   0.00 kJ/mol
Molar mass   315.0 g mol⁻¹
SMILES string   O[C@@H]1CO[C@@H]2[NH2+][C@@H](Br)C(Br)=C[C@H]2N1
Electronic energy   -154588.0671 eV
Total charge   +1

=====

The following is a DFT calculation (ωB97M-V/def2-TZVPD) of the ion C7H11BrClN2 with charge +1 in a non-equilibrium geometry.

```
22
Properties=species:S:1:pos:R:3:mulliken_charge:R:1
H 2.84718 1.90065 0.77917 0.59
H -1.18755 -0.77906 2.03653 0.33
C 1.96925 1.49003 0.44824 -0.51
N -1.35875 -2.13619 -0.22754 -0.67
H -1.02807 -1.42652 -2.20719 0.32
C -0.81019 0.26291 1.66232 -1.35
Br 1.49135 3.83525 -1.08081 -0.05
C -0.16822 -1.31454 -0.23167 -0.15
H 2.00990 -0.42581 1.46926 0.60
H -2.26813 -1.70577 -0.37344 0.20
H -1.70626 0.95080 1.39154 0.28
H 0.68398 -1.94333 -0.14822 0.56
H -0.24224 0.57340 2.54996 0.40
C 1.04833 2.23328 -0.35540 -0.15
H -1.48409 -2.78437 0.53914 0.29
N -0.17463 -0.98390 -1.86825 -0.30
C 1.47768 0.32096 0.94028 -1.39
H -0.12703 0.01081 -1.85363 0.29
C 0.06202 0.11346 0.45414 1.85
Cl -1.56651 1.84040 -1.17998 -0.05
C -0.06607 1.46234 -0.35005 -0.49
H 0.59804 -1.49480 -2.39443 0.37
```

## Properties
HOMO (alpha / beta)   -9.618 / -13.298 eV
Spin multiplicity   3
Frontier orbital gap (alpha / beta)   0.240 / 0.269 Eh
Expectation value of S²   2.009
Molar mass   238.5 g mol⁻¹
Electronic energy   -92971.0660 eV
Total charge   +1

=====

The following is a DFT calculation (ωB97M-V/def2-TZVPD) of a cluster of 2 separate species, C7H11BrClN3 in total in a non-equilibrium geometry.

```
23
Properties=species:S:1:pos:R:3:mulliken_charge:R:1
N -0.04171 -3.21970 -2.79500 -0.29
H -2.29526 0.49996 0.48771 0.29
N 0.55300 -2.12041 -2.94852 -0.49
N 1.50132 -1.99787 -1.98792 0.61
C 0.47808 -3.85958 -1.73142 -0.21
C 2.37278 -0.90176 -1.88861 -0.86
C -0.75918 2.21241 0.37319 -1.39
C -0.36525 0.00653 1.41343 -1.49
H 0.20366 2.31048 -0.00708 0.39
C -0.71884 0.24768 -1.01819 -0.27
Cl -2.07472 -0.57720 -1.71874 -0.10
H -1.42670 2.62002 -0.45002 0.32
C -1.12837 0.69025 0.31767 0.65
H -0.86367 2.72450 1.29267 0.42
H 2.31181 -0.39260 -2.82932 0.37
H -0.80654 0.47850 2.32091 0.39
H 2.09526 -3.07946 -0.31691 0.48
H 0.64463 0.19941 1.41641 0.37
H 3.50441 -1.10600 -1.71760 0.32
C 1.43680 -3.02954 -1.12713 -0.03
H -0.58609 -1.02009 1.49105 0.39
H 2.14974 -0.12994 -1.15960 0.28
Br -0.19832 -5.41801 -0.96949 -0.16
```

## Properties
HOMO   -9.087 eV
Frontier orbital gap   0.314 Eh
Energy relative to the best compared isomer or geometry (same formula, charge and spin)   122.50 kJ/mol
Molar mass   252.5 g mol⁻¹
Electronic energy   -94467.4917 eV